The following is a DFT calculation (wB97M-V/def2-TZVPD) of a structure of composition C14H34ClN2O12P4ReS.

Values from the calculation:
Relative energy (zero: lowest compared OMol25 entry of this formula, charge and spin): 22.29 kcal/mol
E_LUMO (alpha / beta): -2.675 / -4.112 eV
Frontier orbital gap (alpha / beta): 8.9012 / 7.1489 eV
Multiplicity: 2
Charge: +1
Expectation value of S²: 0.755
F_max: 0.311 eV/Å
E: -105266.338 eV

Each line ends with the Mulliken charge.
Positions of all 69 atoms, in Å:
Re1 0.390 -0.234 0.199  4.135
C1 -0.256 2.228 -4.504  -1.911
C2 -0.363 1.139 -3.443  1.100
O1 -1.128 0.094 -3.996  -0.588
P1 -1.139 1.723 -1.927  0.366
O2 -2.566 2.269 -2.269  -0.603
O3 -0.279 2.957 -1.460  -0.669
O4 -1.215 0.562 -0.956  0.091
P2 1.336 0.548 -2.882  0.459
O5 2.361 1.710 -3.265  -0.532
O6 1.659 -0.761 -3.465  -0.799
O7 1.355 0.670 -1.320  -0.877
H1 -1.260 2.504 -4.825  0.412
H2 0.276 1.828 -5.367  0.463
H3 0.267 3.106 -4.133  0.399
H4 -1.308 -0.603 -3.339  0.362
H5 -2.974 2.678 -1.487  0.433
H6 0.234 2.746 -0.657  0.517
H7 2.816 1.525 -4.097  0.400
C3 3.848 -0.578 -0.842  -1.490
P3 2.687 -1.124 0.423  1.183
C4 2.793 -2.932 0.369  -1.573
C5 3.465 -0.789 2.032  -0.966
C6 2.430 -1.308 3.021  -0.945
P4 0.893 -0.392 2.650  0.956
C7 -0.320 -1.167 3.743  -1.505
C8 1.300 1.191 3.452  -1.575
H8 4.821 -1.021 -0.620  0.566
H9 3.925 0.507 -0.857  0.348
H10 3.499 -0.930 -1.813  0.345
H11 3.695 -3.250 0.895  0.493
H12 2.841 -3.249 -0.668  0.340
H13 1.915 -3.401 0.807  0.439
H14 3.646 0.279 2.161  0.405
H15 4.420 -1.311 2.104  0.556
H16 2.696 -1.131 4.063  0.643
H17 2.265 -2.380 2.896  0.438
H18 0.089 -1.176 4.755  0.519
H19 -0.505 -2.190 3.417  0.379
H20 -1.247 -0.602 3.731  0.258
H21 1.905 0.977 4.333  0.635
H22 0.382 1.680 3.762  0.353
H23 1.849 1.840 2.775  0.380
C9 -4.426 -0.173 1.871  -0.773
N1 -3.665 -0.824 0.799  0.035
C10 -4.324 -1.059 -0.496  -0.704
C11 -2.402 -1.006 0.902  0.345
N2 -1.254 -1.194 1.008  -0.675
H24 -5.299 -0.782 2.103  0.372
H25 -4.737 0.817 1.539  0.269
H26 -3.798 -0.066 2.750  0.232
H27 -5.154 -1.749 -0.351  0.380
H28 -3.602 -1.476 -1.192  0.119
H29 -4.696 -0.109 -0.879  0.319
Cl1 1.254 -4.666 -2.191  -0.199
C12 0.113 -3.445 -2.783  -0.644
C13 -0.331 -2.380 -1.799  0.072
O8 -1.446 -1.908 -1.966  -0.708
O9 0.531 -1.980 -0.908  -0.873
H30 -0.772 -3.962 -3.138  0.425
H31 0.587 -2.913 -3.608  0.208
C14 -0.793 3.890 2.208  -1.104
S1 -1.259 2.318 1.564  0.926
O10 -1.637 1.441 2.651  -0.574
O11 -2.291 2.569 0.587  -0.703
O12 0.056 1.822 0.945  -1.154
H32 -1.674 4.299 2.698  0.399
H33 -0.502 4.525 1.374  0.344
H34 0.024 3.781 2.916  0.325